# C23H24N3O5PPd

C23H24N3O5PPd as an isolated structure (wB97M-V/def2-TZVPD, the Open Molecules 2025 dataset).

Geometry as XYZ:
```
57
Properties=species:S:1:pos:R:3:mulliken_charge:R:1
Pd -0.4769 -0.7893 0.2055 0.929
O -2.2277 -0.9810 -1.2505 -0.378
C -2.2034 -1.5559 -2.5660 -0.817
C -1.1805 -0.9031 -3.4925 -0.620
N 0.2008 -1.2116 -3.1584 0.350
C 0.5872 -2.5452 -3.0265 -0.827
C 0.5804 -2.9911 -1.4345 0.473
O 0.1884 -4.1051 -1.2337 -0.522
O 1.0125 -2.0738 -0.6691 -0.654
C 1.1752 -0.1577 -3.0085 -0.581
C 0.9211 0.9439 -1.9386 0.363
O 1.7018 1.8665 -1.9717 -0.622
O -0.0493 0.8062 -1.0997 -0.752
H -2.3931 -0.0306 -1.3404 0.327
H -3.1908 -1.4481 -3.0157 0.408
H -2.0090 -2.6181 -2.4268 0.394
H -1.3004 0.1795 -3.5026 0.411
H -1.3711 -1.2726 -4.5063 0.433
H 1.6265 -2.6974 -3.3198 0.468
H -0.0802 -3.2245 -3.5469 0.419
H 1.2767 0.3647 -3.9659 0.440
H 2.1354 -0.6165 -2.7844 0.390
N -0.2859 0.2992 3.2511 -0.107
P -1.6967 -0.3577 2.3640 1.297
C -2.9418 -0.2153 3.6398 0.466
C -3.1014 -1.2004 4.6186 -0.205
C -4.0620 -1.0283 5.5991 -0.760
C -4.8605 0.1110 5.5996 -0.457
C -4.7100 1.0844 4.6209 -0.773
C -3.7535 0.9224 3.6319 -0.361
C -1.2350 -2.1109 2.1951 0.260
C -0.1164 -2.7266 2.7765 -0.531
C 0.1048 -4.0753 2.5798 -0.798
C -0.7829 -4.8281 1.8170 -0.493
C -1.9008 -4.2357 1.2491 -0.735
C -2.1276 -2.8816 1.4275 -0.055
C 0.9131 0.5454 2.7401 0.496
C 1.9010 1.2569 3.4863 -0.877
C 3.1199 1.5133 2.9020 -0.462
C 3.3412 1.0575 1.6095 -1.040
C 2.3181 0.3350 0.9401 -0.150
N 1.1522 0.0893 1.4783 0.568
H -0.4726 0.6342 4.1926 0.354
H -2.4912 -2.0955 4.6043 0.391
H -4.1971 -1.7847 6.3600 0.432
H -5.6138 0.2345 6.3662 0.424
H -5.3431 1.9608 4.6225 0.425
H -3.6431 1.6707 2.8555 0.406
H 0.5760 -2.1603 3.3861 0.486
H 0.9707 -4.5475 3.0233 0.470
H -0.5951 -5.8816 1.6614 0.450
H -2.5902 -4.8237 0.6593 0.462
H -3.0032 -2.4184 0.9845 0.466
H 1.6645 1.5939 4.4874 0.470
H 3.8824 2.0624 3.4370 0.471
H 4.2730 1.2392 1.0924 0.478
H 2.4878 -0.0465 -0.0576 0.496
```

Properties
Net charge: +2
Expectation value of S²: 6.05
Multiplicity: 5
Energy relative to the best compared isomer or geometry (same formula, charge and spin) (eV): 0.718
M (g/mol): 559.855
LUMO level (spin up / spin down) (eV): -6.10 / -9.89
Gap between HOMO and LUMO (spin up / spin down) (eV): 8.3216 / 4.9661